# 1
15
Properties=species:S:1:pos:R:3:mulliken_charge:R:1 method="wB97M-V/def2-TZVPD" total_charge=+1 multiplicity=1 e_above_lowest_kj_mol=132.6
P 0.008 -0.051 -0.040 0.79
N -0.333 -1.715 -2.587 -0.27
C -0.220 1.735 -0.508 -1.11
C -0.167 -0.983 -1.704 0.12
C 1.697 -0.567 0.490 -1.01
C -1.420 -0.675 0.988 -1.09
H 2.437 0.151 -0.036 0.36
H 0.270 1.956 -1.347 0.46
H 1.732 -1.660 0.434 0.38
H 1.876 -0.292 1.485 0.41
H 0.153 2.354 0.231 0.40
H -1.359 -0.104 1.839 0.41
H -1.112 -1.625 1.181 0.40
H -1.356 1.854 -0.863 0.34
H -2.207 -0.378 0.437 0.43



# 2
86
Properties=species:S:1:pos:R:3:mulliken_charge:R:1 method="wB97M-V/def2-TZVPD" total_charge=+1 multiplicity=1 e_above_lowest_kj_mol=16.8
Sn -0.050 -0.026 0.167 3.36
Br -1.971 6.494 3.634 -0.13
Br -7.255 1.632 0.611 -0.14
O -0.171 -0.300 -2.027 -0.52
O -0.302 2.666 -1.208 0.02
N 3.984 1.400 2.527 -0.09
N 1.045 -0.821 2.774 -0.18
N 2.549 0.872 0.919 0.24
N 1.402 -2.089 0.376 0.14
N -3.835 -6.081 1.074 -0.38
N -1.949 -5.632 -0.185 -0.22
N -2.059 -1.403 -6.183 -0.55
N 1.228 -4.146 1.182 0.03
N -0.592 0.821 -3.932 -0.37
N -0.939 2.317 1.886 0.28
N -1.384 -3.555 -2.265 -0.51
N -3.131 -3.937 0.943 -0.76
N -2.671 1.106 0.145 0.26
N -1.680 -1.989 0.621 -0.79
C -1.699 -1.480 -5.090 -0.61
C 3.362 2.581 -0.747 -0.42
C -4.532 2.180 1.176 -0.91
C 2.467 -0.541 2.974 -0.99
C 0.726 -2.244 2.753 -1.39
C 1.607 -4.294 -0.147 0.52
C -0.260 4.305 3.038 -0.85
C -5.397 1.421 0.406 -0.19
C -1.546 4.804 2.927 -0.19
C 4.288 3.589 -0.917 -0.66
C -2.170 2.818 1.765 0.70
C 1.866 -5.412 -0.931 -1.17
C 2.106 -2.762 -1.954 -0.57
C 1.718 -2.994 -0.637 0.31
C 2.367 -3.865 -2.740 -0.78
C -2.519 4.063 2.280 -0.90
C 2.246 -5.169 -2.237 -0.38
C -3.165 1.996 1.009 0.35
C 2.965 0.588 2.122 -0.17
C -0.018 3.053 2.498 0.00
C 4.262 2.266 1.480 0.44
C -4.895 0.511 -0.506 -0.93
C -0.009 4.717 -2.504 -1.35
C 5.187 3.939 0.105 -0.48
C -2.317 -2.959 0.710 0.55
C -1.299 -2.637 -2.958 0.22
C 5.194 3.285 1.321 -1.15
C -2.957 -5.188 0.582 0.54
C 3.350 1.920 0.480 0.26
C 1.121 -2.817 1.426 0.24
C -0.632 -0.330 -3.211 0.55
C -0.052 4.071 -1.135 -0.32
C -3.518 0.390 -0.589 -0.25
C -1.209 -1.485 -3.762 0.06
H -1.509 -4.968 -0.824 0.24
H 2.664 -3.727 -3.770 0.44
H 3.036 -1.430 2.693 0.32
H 1.779 -6.419 -0.544 0.46
H -0.351 -2.362 2.883 0.41
H -3.886 -7.018 0.720 0.21
H 5.896 4.737 -0.070 0.39
H -0.977 4.651 -3.005 0.34
H 2.667 2.297 -1.527 0.43
H 0.004 1.548 -3.571 0.12
H 1.222 -2.806 3.556 0.48
H -4.927 2.879 1.898 0.52
H -4.602 -5.725 1.616 0.25
H 2.179 -1.754 -2.338 0.43
H 0.908 4.173 -0.632 0.31
H -0.809 4.551 -0.504 0.24
H -0.781 0.798 -4.922 0.24
H 4.480 1.337 3.399 0.22
H 0.741 4.233 -3.132 0.28
H -3.073 -0.323 -1.276 0.31
H 0.978 2.623 2.552 0.11
H 4.333 4.122 -1.857 0.45
H 5.898 3.549 2.099 0.42
H 0.483 -0.347 3.468 0.31
H 0.524 4.870 3.520 0.49
H 2.701 -0.333 4.024 0.49
H -3.511 4.469 2.158 0.46
H -1.188 2.519 -1.559 0.06
H 1.069 -4.884 1.845 0.24
H 0.254 5.773 -2.420 0.43
H -5.546 -0.087 -1.127 0.50
H 2.456 -6.006 -2.889 0.41
H -1.970 -6.587 -0.503 0.25



# 3
23
Properties=species:S:1:pos:R:3:mulliken_charge:R:1 method="wB97M-V/def2-TZVPD" smiles="Cc1c[nH]c2c1[C@@H]([NH3+])N=CC2" total_charge=+1 multiplicity=1 e_above_lowest_kj_mol=137.5
N -0.892 1.726 1.255 -0.61
N -2.168 -0.211 0.798 -0.20
N 2.207 -0.286 -0.602 -0.01
C 1.547 -1.237 -1.291 -0.74
C 1.578 1.724 0.974 -0.51
C 0.252 2.227 1.559 -0.17
C 1.311 0.572 0.027 -0.67
C 0.068 0.102 -0.392 0.69
C 0.215 -1.085 -1.113 0.52
C -1.195 0.877 0.223 0.03
C -0.888 -2.055 -1.440 -1.50
H -1.913 -1.611 -1.314 0.39
H -0.867 -2.942 -0.862 0.35
H 2.373 1.449 1.701 0.40
H -2.384 -0.961 0.118 0.14
H -1.613 -0.688 1.598 0.45
H 2.079 -2.063 -1.758 0.42
H -1.560 1.359 -0.666 0.30
H -2.912 0.239 1.303 0.39
H 1.946 2.630 0.478 0.28
H 0.334 2.875 2.422 0.41
H -0.755 -2.459 -2.484 0.38
H 3.238 -0.183 -0.534 0.24



# 4
28
Properties=species:S:1:pos:R:3:mulliken_charge:R:1 method="wB97M-V/def2-TZVPD" multiplicity=1
K -1.484 2.746 1.707 1.01
O 0.923 1.306 -1.058 -0.26
O 2.326 -3.611 -0.728 -0.74
O 0.567 -2.906 0.496 -0.69
O -3.613 -0.191 -1.541 -0.51
O -1.311 1.415 -0.677 -0.41
N 2.250 -0.372 0.026 0.08
C 2.190 0.961 -0.419 -0.97
C 1.824 -0.567 1.418 -1.08
C -3.437 0.372 -0.254 -1.01
C -1.981 0.431 0.117 0.14
C 1.666 -1.327 -0.915 -0.05
C 1.519 -2.742 -0.323 0.29
C 0.001 1.705 -0.169 -0.54
H 0.025 2.830 -0.047 0.39
H 1.999 0.354 1.980 0.39
H 2.353 1.643 0.415 0.46
H 0.787 -0.881 1.523 0.30
H 2.965 1.179 -1.145 0.32
H 0.681 -1.042 -1.291 0.15
H -3.860 1.373 -0.315 0.30
H 0.144 1.215 0.827 0.52
H -3.954 -0.230 0.487 0.44
H -1.503 -0.537 -0.002 0.14
H -1.974 0.697 1.205 0.42
H 2.329 -1.410 -1.770 0.28
H -3.892 -1.099 -1.424 0.32
H 2.459 -1.311 1.879 0.32



Number 1: electronic energy -553.5987 Ha. Number 2: electronic energy -7594.8002 Ha. Number 3: electronic energy -476.0281 Ha. Number 4: electronic energy -1305.8858 Ha.